i.
{"formula": "C7H14N2", "method": "the ωB97M-V functional and the def2-TZVPD basis", "homo_energy_ha": -0.3201, "homo_lumo_gap_ev": 9.625, "multiplicity": 1, "lumo_ev": 0.91, "smiles": "Cc1c[nH]cn1.CCC", "species": ["C", "C", "C", "C", "N", "N", "H", "H", "H", "H", "H", "H", "C", "C", "C", "H", "H", "H", "H", "H", "H", "H", "H"], "coordinates": [[1.765, 2.383, 1.462], [0.870, 1.811, -1.875], [1.029, 2.104, 0.270], [-0.314, 1.924, 0.116], [1.800, 2.086, -0.895], [-0.477, 1.749, -1.347], [1.298, 1.850, -2.923], [-1.314, 1.748, -1.816], [-1.270, 2.004, 0.674], [2.288, 3.368, 1.398], [2.584, 1.620, 1.509], [1.274, 2.448, 2.416], [-0.311, -2.681, -0.064], [-1.814, -3.090, -0.241], [-0.278, -1.243, 0.491], [0.061, -3.419, 0.749], [0.280, -2.879, -0.925], [-2.439, -2.197, -0.433], [-0.865, -1.218, 1.458], [-2.158, -3.497, 0.675], [-2.097, -3.679, -1.191], [0.600, -0.724, 0.728], [-0.509, -0.469, -0.235]]}

---

ii.
{"formula": "C7H14N2", "method": "the ωB97M-V functional and the def2-TZVPD basis", "homo_energy_ha": -0.3094, "homo_lumo_gap_ev": 9.073, "multiplicity": 1, "lumo_ev": 0.66, "smiles": "[H]/N=C\\N.C=C(C)C.C#C", "species": ["C", "C", "C", "C", "C", "N", "N", "C", "C", "H", "H", "H", "H", "H", "H", "H", "H", "H", "H", "H", "H", "H", "H"], "coordinates": [[0.665, 0.710, -0.763], [-1.568, -0.845, 0.433], [1.507, 0.824, 0.277], [-0.257, 1.835, -1.142], [0.872, -0.338, -1.817], [-2.442, -0.879, -0.608], [-0.877, -1.821, 0.897], [1.046, -0.626, 2.530], [1.587, -0.061, 3.445], [-1.570, 0.059, 1.034], [-2.540, -1.723, -1.153], [-2.993, -0.067, -0.816], [-0.876, -2.669, 0.332], [0.207, -1.253, 1.870], [2.380, 0.198, 0.358], [1.452, 1.659, 0.957], [-0.489, 2.464, -0.278], [0.197, 2.477, -1.905], [-1.184, 1.444, -1.570], [1.506, -1.145, -1.447], [-0.087, -0.762, -2.132], [1.339, 0.088, -2.712], [2.127, 0.431, 4.209]]}

---

Least stable of them? ii.

---

i.
{"formula": "C7H14N2", "method": "the ωB97M-V functional and the def2-TZVPD basis", "homo_energy_ha": -0.3251, "homo_lumo_gap_ev": 9.739, "multiplicity": 1, "lumo_ev": 0.89, "smiles": "Cc1c[nH]cn1.CCC", "species": ["C", "C", "C", "H", "H", "H", "H", "H", "H", "H", "H", "C", "C", "C", "C", "N", "N", "H", "H", "H", "H", "H", "H"], "coordinates": [[2.289, -2.000, -0.358], [2.873, -0.625, -1.063], [0.838, -2.313, -0.360], [2.781, -2.855, -0.733], [2.581, -1.754, 0.650], [2.621, 0.143, -0.291], [0.806, -3.313, 0.054], [0.372, -1.608, 0.413], [2.103, -0.357, -1.784], [3.957, -0.642, -1.520], [0.223, -2.113, -1.266], [-0.201, 0.734, 2.271], [-2.063, 0.268, -0.765], [-0.852, 1.072, 0.941], [-0.798, 2.060, -0.025], [-1.717, 0.032, 0.504], [-1.560, 1.502, -1.090], [-2.676, -0.248, -1.293], [-1.850, 1.976, -1.894], [-0.394, 2.909, 0.081], [0.490, -0.174, 2.087], [-0.859, 0.613, 3.074], [0.270, 1.508, 2.673]]}

---

ii.
{"formula": "C7H14N2", "method": "the ωB97M-V functional and the def2-TZVPD basis", "homo_energy_ha": -0.3015, "homo_lumo_gap_ev": 9.000, "multiplicity": 1, "lumo_ev": 0.79, "smiles": "[H]/N=C(/C(C)=C\\C)N(C)C", "species": ["C", "C", "C", "C", "N", "C", "C", "C", "N", "H", "H", "H", "H", "H", "H", "H", "H", "H", "H", "H", "H", "H", "H"], "coordinates": [[-1.712, -0.497, 1.527], [0.745, -0.727, 1.741], [1.609, -0.526, -2.167], [-0.471, 2.186, -0.245], [-0.422, -0.683, 0.873], [-0.310, -0.863, -0.520], [0.612, 0.050, -1.213], [0.651, 1.334, -0.749], [-1.059, -1.691, -1.175], [-1.602, -2.230, -0.498], [1.523, 1.926, -1.037], [1.401, -1.566, 1.481], [-1.751, 0.500, 1.978], [-2.549, -0.589, 0.830], [-1.854, -1.239, 2.320], [0.484, -0.841, 2.798], [1.318, 0.201, 1.675], [2.627, -0.215, -1.907], [1.599, -1.621, -2.150], [1.400, -0.199, -3.191], [-0.513, 3.110, -0.834], [-1.444, 1.698, -0.331], [-0.283, 2.481, 0.792]]}

---

iii.
{"formula": "C7H14N2", "method": "the ωB97M-V functional and the def2-TZVPD basis", "homo_energy_ha": -0.2757, "homo_lumo_gap_ev": 8.601, "multiplicity": 1, "lumo_ev": 1.10, "smiles": "CCCN1C=CN(C)C1", "species": ["C", "C", "C", "C", "C", "C", "C", "H", "H", "H", "H", "H", "H", "H", "H", "H", "H", "H", "H", "H", "H", "N", "N"], "coordinates": [[-3.085, -0.268, -0.881], [-2.311, -0.341, 0.416], [-1.106, 0.659, 0.591], [0.719, -0.627, -0.101], [3.103, -0.987, 0.110], [2.166, 1.167, -0.417], [0.899, 1.610, -0.159], [-3.988, 0.516, -0.856], [-2.345, 0.130, -1.826], [-3.605, -1.354, -0.971], [-1.807, -1.277, 0.519], [-2.981, -0.246, 1.312], [-1.454, 1.619, 0.501], [-0.958, 0.551, 1.646], [0.726, -0.681, 0.996], [0.346, -1.493, -0.688], [2.998, -0.579, 1.284], [2.842, -2.123, 0.120], [4.071, -0.834, -0.366], [3.083, 1.732, -0.476], [0.665, 2.573, 0.225], [-0.007, 0.539, -0.311], [2.029, -0.287, -0.669]]}

---

iv.
{"formula": "C7H14N2", "method": "the ωB97M-V functional and the def2-TZVPD basis", "homo_energy_ha": -0.2996, "homo_lumo_gap_ev": 8.919, "multiplicity": 1, "lumo_ev": 0.77, "smiles": "Cc1c[nH]cn1.CCC", "species": ["C", "C", "C", "C", "N", "N", "H", "H", "H", "H", "H", "H", "C", "C", "C", "H", "H", "H", "H", "H", "H", "H", "H"], "coordinates": [[2.406, -0.687, -0.033], [0.689, 0.587, -2.993], [1.590, -0.546, -1.268], [0.360, -1.167, -1.701], [1.755, 0.531, -2.210], [-0.224, -0.605, -2.786], [0.244, 1.254, -3.777], [-1.220, -0.869, -2.780], [0.008, -2.122, -1.270], [2.833, -1.526, 0.303], [1.808, -0.203, 0.800], [3.228, 0.067, -0.029], [-1.876, 0.613, 3.518], [-2.025, -0.718, 2.818], [-1.605, 1.848, 2.727], [-2.779, 0.921, 4.086], [-1.227, 0.439, 4.445], [-2.032, -1.551, 3.390], [-1.854, 2.914, 3.101], [-1.218, -1.013, 2.132], [-2.866, -0.830, 2.072], [-0.569, 1.724, 2.328], [-2.312, 1.738, 1.759]]}

---

Least stable of them? iii.

---

i.
{"formula": "C3H5NO4", "method": "the ωB97M-V functional and the def2-TZVPD basis", "homo_energy_ha": -0.3702, "homo_lumo_gap_ev": 10.724, "multiplicity": 1, "lumo_ev": 0.65, "smiles": "O=C=NO.C=O.C=O", "species": ["C", "C", "C", "N", "O", "O", "O", "O", "H", "H", "H", "H", "H"], "coordinates": [[-0.751, 1.390, 0.307], [-0.253, -1.798, -0.126], [2.541, -0.842, -0.017], [2.780, 0.259, 0.359], [0.331, 1.758, -0.069], [3.092, 1.498, -0.073], [-0.495, -0.917, 0.652], [2.229, -1.966, -0.034], [-1.559, 1.126, -0.393], [-1.039, 1.383, 1.369], [-0.137, -1.616, -1.204], [-0.182, -2.848, 0.181], [2.263, 2.018, -0.023]]}

---

ii.
{"formula": "C3H5NO4", "method": "the ωB97M-V functional and the def2-TZVPD basis", "homo_energy_ha": -0.3316, "homo_lumo_gap_ev": 9.732, "multiplicity": 1, "lumo_ev": 0.71, "smiles": "CO/C=N/O.O=C=O", "species": ["C", "C", "C", "N", "O", "O", "O", "O", "H", "H", "H", "H", "H"], "coordinates": [[-3.146, 0.700, 0.532], [1.785, 1.293, -0.701], [0.624, -0.629, -0.027], [-0.269, -1.502, -0.210], [-0.162, -2.488, 0.770], [-2.579, 1.690, 0.730], [-3.643, -0.318, 0.508], [0.649, 0.403, -0.836], [-0.704, -3.249, 0.435], [1.502, 2.299, -0.914], [2.643, 0.939, -1.386], [2.048, 1.467, 0.333], [1.253, -0.606, 0.766]]}

---

Least stable of them? i.